A single C20H18N6O2S molecule. Source: OMol25; level of theory: ωB97M-V/def2-TZVPD.

Computed properties:
SMILES: CS(=O)(=O)Cc1ccc2ccn(-c3cc(NC4CC4)n4ncc(C#N)c4n3)c2c1
HOMO level in eV: -8.220
Energy in a.u.: -1649.968925
Maximum force in Eh/bohr: 0.096
Frontier orbital gap in eV: 8.09

```
47
Properties=species:S:1:pos:R:3:forces:R:3
C -3.366496 3.250129 -0.824760 1.92 0.14 1.26
S -3.583083 1.563110 -0.193573 -0.30 -0.99 2.07
O -2.612655 1.314276 0.893432 -0.47 0.79 -1.73
O -4.930593 1.165423 0.224898 0.86 1.12 -1.39
C -3.083076 0.646220 -1.643394 1.85 0.64 0.70
C -1.618126 1.147785 -1.995933 -1.24 -2.62 1.28
C -1.427314 1.809494 -3.169440 1.36 1.36 -2.67
C -0.097176 2.041373 -3.587587 -0.83 -0.49 2.08
C 0.916124 1.755894 -2.689785 -3.15 -0.26 -0.32
C 2.229885 1.778391 -2.961153 3.96 -0.20 1.67
C 2.868670 1.326369 -1.848942 3.88 0.78 -1.65
N 2.010018 0.932415 -0.893374 -0.46 -1.44 1.77
C 2.462551 0.350904 0.309637 1.79 -0.27 4.43
C 1.641668 0.134087 1.490153 -0.73 1.72 -3.48
C 2.085361 -0.124894 2.721145 -0.19 -3.15 1.62
N 1.264471 -0.434537 3.796253 0.71 0.80 -0.37
C -0.204674 -0.541902 3.650493 1.02 -2.31 1.16
C -1.041389 -1.501923 4.566904 -0.48 1.14 -1.50
C -0.733087 -1.821055 3.104157 -4.52 1.56 -0.76
N 3.423705 -0.488849 2.816536 -1.39 0.71 1.37
N 4.033262 -0.793684 4.031311 -2.22 0.63 -0.77
C 5.258081 -0.609699 3.760834 4.60 0.23 -1.49
C 5.521797 -0.247422 2.360873 1.01 0.09 0.09
C 6.700979 -0.176216 1.543637 4.77 -0.92 -0.16
N 7.808779 -0.289553 1.102726 -4.68 0.73 1.42
C 4.289736 -0.126958 1.818093 -3.61 -0.15 -1.83
N 3.760816 0.193665 0.574007 0.99 0.45 -1.35
C 0.720490 1.145987 -1.410706 1.18 0.90 -1.98
C -0.507331 0.684131 -1.188174 -2.61 1.23 -0.63
H -3.702758 3.921903 -0.055671 -1.21 0.30 0.05
H -3.710141 3.412585 -1.849269 -0.16 -0.08 0.45
H -2.264271 3.498441 -0.694825 -1.05 -0.87 -0.79
H -3.131970 -0.357253 -1.257169 0.44 -0.63 0.13
H -3.825494 0.664076 -2.430400 0.01 0.63 -0.24
H -2.160351 2.169956 -3.939151 0.04 -0.80 1.35
H 0.226076 2.335281 -4.548747 -0.25 0.56 -0.98
H 2.768857 2.181462 -3.752402 0.50 0.59 -1.43
H 4.001172 1.335181 -1.707415 -2.01 -0.30 0.16
H 0.680888 0.513149 1.391097 -1.99 0.19 0.10
H 1.812041 -0.666329 4.635590 -0.98 0.16 -0.38
H -0.722602 0.250440 3.212336 -0.42 1.73 0.01
H -0.559773 -2.194218 5.199662 0.84 -0.18 0.91
H -2.079801 -1.240083 4.925185 1.42 -0.03 -0.79
H -0.093798 -2.587085 2.920991 1.87 -2.14 -0.38
H -1.655653 -1.808761 2.376632 2.07 0.27 1.33
H 6.112168 -0.717313 4.455411 -1.02 -0.19 -0.16
H -0.614661 0.076927 -0.368803 -1.08 -1.42 1.82
```
Positions in Å, forces in eV/Å.

---

A single C6H10N2O molecule. Source: OMol25; level of theory: ωB97M-V/def2-TZVPD.

Computed properties:
SMILES: C=C[C@@](C)(N)C(O)=C=N
HOMO level in eV: -7.790
Energy in a.u.: -419.274033
Maximum force in Eh/bohr: 0.034
Frontier orbital gap in eV: 8.48

```
19
Properties=species:S:1:pos:R:3:forces:R:3
C -0.889934 0.150555 2.153839 0.18 -0.02 -0.08
C -0.137587 0.577700 1.145724 -1.38 0.85 0.02
C -0.326452 0.248309 -0.325963 0.56 -0.94 0.10
C -1.591908 -0.554300 -0.634635 0.19 0.13 0.19
N -0.235225 1.502367 -1.077226 -0.10 0.19 0.13
C 0.904096 -0.590660 -0.655781 -0.13 0.42 0.92
O 0.714465 -1.754701 -1.371964 0.29 0.17 -0.48
C 2.020482 -0.234736 -0.059283 0.77 -0.97 -1.23
N 3.104987 -0.158316 0.508565 -0.25 0.42 1.02
H -1.561984 -0.688730 2.090870 -0.35 -0.01 -0.36
H -0.876447 0.619591 3.123455 0.51 -0.04 0.24
H 0.561990 1.391576 1.299023 0.02 0.05 0.10
H -1.590498 -1.504083 -0.107289 -0.06 -0.11 0.05
H -2.467980 0.019146 -0.336103 -0.05 0.03 -0.01
H -1.635828 -0.768325 -1.700823 -0.05 0.01 -0.02
H -0.282166 1.314133 -2.073366 -0.02 0.02 0.05
H -1.014648 2.104546 -0.832176 -0.05 0.00 -0.08
H 1.542823 -2.246400 -1.389543 -0.04 -0.03 -0.01
H 3.761813 0.572327 0.242676 -0.01 -0.19 -0.56
```
Positions in Å, forces in eV/Å.

---

2 unconnected molecules or ions with the total composition C3H7O3. Source: OMol25; level of theory: ωB97M-V/def2-TZVPD.

Computed properties:
HOMO level in eV: -4.351
Charge: -1
Energy in a.u.: -344.279488
Maximum force in Eh/bohr: 0.037
Frontier orbital gap in eV: 8.35

```
13
Properties=species:S:1:pos:R:3:forces:R:3
O -1.937007 -0.273529 2.717189 -0.53 -0.19 0.00
C -0.926200 -0.089871 2.036886 0.81 0.41 0.67
O -0.760679 -0.065205 0.796934 0.01 -0.08 -0.22
H 0.013735 0.129814 2.670595 -0.28 -0.15 -0.52
H -0.513999 -0.378353 -0.926281 -0.06 0.12 0.14
C 1.327304 -0.359552 -1.498805 -0.24 1.63 -0.25
O -0.049213 -0.441196 -1.785261 -0.06 -0.29 0.28
C 1.841059 1.076917 -1.769420 0.91 -1.45 -0.89
H 1.562705 -0.431570 -0.432093 -0.32 -1.10 -0.07
H 1.808856 -1.082155 -2.166369 0.41 -0.01 0.46
H 2.910521 1.064848 -1.508299 -0.17 0.37 0.22
H 1.822788 1.275586 -2.845012 -0.38 0.37 0.11
H 1.276201 1.773118 -1.172908 -0.11 0.35 0.05
```
Positions in Å, forces in eV/Å.